Computed, not measured: 16 unconnected molecules or ions with the total composition C24H70BO33 in a non-equilibrium geometry, with wB97M-V/def2-TZVPD.

Structure (XYZ):
```
128
Properties=species:S:1:pos:R:3:forces:R:3:lowdin_charge:R:1
O -1.24505 -3.11685 -2.18474 0.5 1.7 1.8 0.103
C -0.88227 -2.41033 -1.24487 0.0 -3.6 -1.8 -0.381
O -1.52270 -1.43256 -0.68008 0.0 0.5 0.3 0.256
B -0.52505 -0.73521 0.13461 0.2 -0.8 1.3 -0.912
O 0.60877 -1.67992 0.39214 -0.5 -0.3 -0.7 0.227
C 0.44750 -2.67588 -0.44041 3.5 -2.7 -1.7 -0.333
O 1.29824 -3.59481 -0.66186 -3.5 3.2 0.9 0.048
O -0.93809 -0.29642 1.46393 0.1 2.1 -0.8 0.231
C -0.61962 1.02710 1.47719 -0.5 1.4 2.9 -0.323
O -0.61627 1.76080 2.46324 -0.2 -1.9 -2.1 0.116
C -0.17271 1.47570 0.06428 1.6 5.1 1.3 -0.376
O -0.06816 0.41500 -0.62093 0.3 -0.7 -2.0 0.272
O 0.18340 2.65421 -0.21601 -1.5 -4.0 0.5 0.073
O 2.03184 -7.57129 3.55569 -0.1 0.0 0.2 -0.054
H 2.48654 -8.39655 3.38709 0.1 -0.2 0.0 0.024
H 2.17883 -7.05064 2.76605 0.0 0.2 -0.2 0.030
O -4.69671 -5.25779 -6.54673 -0.1 -0.2 -0.2 -0.057
H -4.97893 -4.34434 -6.59341 -0.1 0.2 0.0 0.027
H -3.93331 -5.24391 -5.96943 0.2 0.0 0.2 0.029
O 1.94606 -5.51126 -5.23191 0.3 0.1 -0.1 -0.053
H 1.37274 -6.02790 -5.79815 -0.1 -0.1 -0.2 0.026
H 1.57450 -5.61449 -4.35583 -0.1 0.1 0.3 0.034
O -1.80178 3.00271 9.35250 -0.1 -0.1 0.2 -0.055
H -1.16568 3.59757 9.74968 0.2 0.1 0.1 0.025
H -1.78506 3.22086 8.42064 0.0 0.0 -0.3 0.030
O -1.62477 2.44622 -4.90408 -0.1 0.2 -0.2 -0.057
H -1.67643 2.56994 -3.95632 0.0 0.0 0.3 0.027
H -1.49521 1.50452 -5.01647 0.1 -0.3 0.0 0.029
C 9.44863 -5.79250 -1.70756 1.7 2.0 -1.4 -0.275
C 10.96081 -6.22169 -1.88742 -2.8 0.1 0.2 -0.241
O 11.50663 -6.42525 -0.63515 1.1 -0.5 1.2 -0.068
O 8.47714 -6.77444 -1.64390 -0.3 -1.2 0.4 -0.056
H 9.19220 -5.18589 -2.57610 0.3 0.4 -0.3 0.110
H 9.40382 -5.11174 -0.85746 0.1 0.0 0.4 0.114
H 11.54182 -5.41183 -2.32862 -0.3 -0.1 -0.3 0.119
H 10.93917 -7.12178 -2.50180 0.4 -0.1 -0.3 0.115
H 10.99593 -7.08262 -0.15698 -0.1 -0.1 0.0 0.091
H 7.66680 -6.27881 -1.78278 -0.3 -0.4 0.1 0.091
C -1.42612 -2.19765 6.71095 0.0 0.3 0.8 -0.215
C -0.69617 -2.12275 8.09343 -0.5 1.4 0.3 -0.266
O -0.09519 -3.32160 8.37322 1.4 -3.0 -0.4 -0.079
O -2.55336 -3.00563 6.89007 -1.2 -1.4 0.3 -0.079
H -0.74011 -2.53356 5.93335 0.1 -0.3 0.1 0.121
H -1.95925 -1.33524 6.31079 1.2 1.0 0.5 0.117
H -1.33947 -2.04249 8.96970 -1.2 1.1 -0.6 0.113
H 0.10857 -1.40292 8.24281 -0.4 1.0 -0.9 0.111
H 0.28535 -3.25814 9.25228 0.0 -0.2 -0.1 0.088
H -2.54422 -3.87116 6.47488 0.5 0.1 0.0 0.089
C 4.33535 -1.31971 -4.86916 0.4 0.9 -0.9 -0.232
C 3.42132 -0.56366 -5.88453 -0.5 -0.8 1.7 -0.214
O 2.07070 -1.08212 -5.82814 0.8 0.3 -0.5 -0.080
O 4.87058 -2.58536 -5.29415 -0.6 0.9 0.3 -0.069
H 3.86752 -1.35896 -3.88546 -0.5 -0.4 -0.2 0.119
H 5.14860 -0.61764 -4.68526 0.6 -0.3 -0.3 0.104
H 3.78953 -0.52164 -6.90959 0.2 -0.3 0.0 0.114
H 3.38194 0.45401 -5.49610 -0.2 0.1 -0.1 0.110
H 2.09664 -1.87908 -6.36274 -0.3 -0.2 0.0 0.071
H 4.19857 -3.23450 -5.07360 0.0 -0.3 -0.1 0.070
C 5.44267 7.51807 -2.04607 -0.4 1.4 1.2 -0.247
C 5.65753 6.04959 -2.16666 0.4 -0.3 -2.2 -0.274
O 4.72354 5.41349 -2.99203 -1.1 -0.4 -0.7 -0.064
O 5.74636 8.47647 -3.08661 -0.5 -1.2 0.0 -0.063
H 6.02541 7.79806 -1.16851 -0.2 0.3 0.4 0.112
H 4.37655 7.64311 -1.85673 0.0 0.4 0.2 0.122
H 5.63305 5.48003 -1.23763 0.9 0.6 0.4 0.130
H 6.54678 5.98820 -2.79402 0.8 -0.7 0.7 0.121
H 3.96385 5.17398 -2.45621 -0.2 0.0 -0.1 0.087
H 6.68164 8.48795 -3.30276 0.1 -0.2 0.2 0.074
C 5.62777 -1.45492 2.54233 -3.0 -0.9 -1.6 -0.309
C 5.46486 -0.03237 2.06348 0.4 -1.0 -0.7 -0.254
O 5.64612 0.75867 3.20192 -0.3 0.8 0.0 -0.046
O 6.84547 -1.64967 3.10742 2.5 -0.4 1.0 -0.043
H 5.45554 -2.19884 1.76451 0.0 0.2 -0.6 0.122
H 4.83343 -1.71620 3.24151 -0.2 0.4 0.4 0.124
H 4.54597 0.11486 1.49598 -0.4 0.2 0.8 0.125
H 6.22960 0.16983 1.31356 0.5 0.1 -0.1 0.112
H 6.42677 0.34815 3.58093 0.3 0.3 0.5 0.069
H 7.22449 -2.44529 2.72672 0.2 0.2 0.2 0.100
C -6.37512 3.36251 3.42382 0.6 1.0 0.9 -0.270
C -7.17654 4.55963 2.82673 0.1 -1.4 -0.5 -0.203
O -6.46913 5.32526 1.80522 -0.6 -0.7 1.4 -0.068
O -6.35280 2.25812 2.57322 -0.1 -0.2 -1.1 -0.055
H -6.68505 2.98193 4.39707 -1.0 0.6 0.3 0.111
H -5.38164 3.72502 3.68781 0.6 0.1 -0.5 0.108
H -7.58165 5.21622 3.59671 0.2 0.0 0.1 0.111
H -8.02256 4.05903 2.35582 -0.1 0.3 -0.3 0.110
H -6.13103 6.06958 2.30849 0.3 0.2 -0.3 0.068
H -6.12436 1.46891 3.06977 0.1 0.1 0.0 0.088
C -3.21965 -10.51670 -1.56308 2.6 -0.2 0.8 -0.297
C -2.81510 -9.19952 -0.88775 0.3 -1.7 -0.2 -0.246
O -3.84855 -8.73138 -0.03899 1.0 0.4 -0.3 -0.040
O -3.73465 -10.19905 -2.78352 -1.8 0.1 -2.4 -0.058
H -3.80599 -11.24842 -1.00729 -0.5 0.5 0.3 0.123
H -2.26537 -11.02180 -1.71249 0.3 -0.4 0.0 0.109
H -2.49858 -8.58844 -1.73303 -0.8 0.8 0.0 0.118
H -1.82653 -9.39552 -0.47255 -0.5 0.3 1.5 0.112
H -4.58946 -8.70518 -0.64887 -0.5 0.3 0.2 0.084
H -3.21750 -10.55790 -3.50835 -0.1 0.0 0.2 0.095
C -2.53974 7.91152 -2.93463 -2.0 -0.2 -1.5 -0.264
C -2.44567 8.44490 -4.39727 1.5 1.8 1.1 -0.185
O -2.75333 9.88498 -4.45066 -0.8 -1.1 -0.6 -0.103
O -1.61745 8.51020 -2.06884 0.5 -0.1 0.0 -0.051
H -2.60653 6.82358 -2.93871 1.0 -0.2 0.0 0.117
H -3.53783 8.12595 -2.55259 -0.2 0.5 -0.1 0.111
H -2.96523 7.94004 -5.21169 -0.8 0.0 0.6 0.114
H -1.40727 8.39941 -4.72554 0.4 -0.4 0.2 0.103
H -2.36093 10.37439 -3.72395 0.3 -0.5 0.2 0.066
H -1.04832 7.82678 -1.70740 0.1 0.1 0.0 0.092
C -2.87126 8.57733 4.26904 -0.4 1.1 -0.3 -0.220
C -1.57539 9.22826 4.89270 -0.4 -2.9 -1.6 -0.280
O -1.66872 10.57064 4.90810 -0.8 3.3 0.3 -0.055
O -4.06331 8.72447 5.00051 -0.6 -0.5 1.7 -0.085
H -2.82712 7.53628 3.94910 0.7 -0.1 0.7 0.118
H -3.21330 9.06041 3.35375 1.5 0.5 -0.7 0.114
H -0.78825 9.01023 4.17091 0.4 -0.9 0.0 0.112
H -1.27362 8.92336 5.89473 -0.4 -1.0 0.0 0.121
H -0.92668 10.86827 5.43950 -0.1 0.5 -0.1 0.095
H -4.34517 9.64215 5.00478 0.2 0.1 -0.1 0.081
C -7.60305 -3.78654 -2.61123 -0.7 0.8 -0.1 -0.233
C -7.74341 -2.40871 -1.92115 0.5 0.7 -1.6 -0.221
O -8.77475 -1.61889 -2.54649 -0.5 -0.5 0.7 -0.081
O -8.78526 -4.58458 -2.59008 0.1 -0.1 0.6 -0.068
H -6.71878 -4.27816 -2.20568 0.0 -0.3 -0.1 0.115
H -7.51434 -3.64242 -3.68801 0.7 0.4 0.1 0.114
H -6.87572 -1.78615 -2.13939 0.9 -0.7 0.1 0.110
H -7.75963 -2.41173 -0.83127 -0.8 -0.3 0.0 0.113
H -8.33395 -0.98273 -3.11447 -0.1 -0.1 0.1 0.075
H -8.76620 -5.17736 -1.83519 0.0 0.1 0.1 0.077
```
Forces are in eV/Å.

## Properties
Relative energy (zero: lowest compared OMol25 entry of this formula, charge and spin), kJ/mol: 263.82
E_tot, Ha: -3464.13544
Kohn-Sham gap, eV: 9.173
Total charge: -1